Entry 1:
Density functional theory data (wB97M-V/def2-TZVPD) for a molecular structure, C30H38N4O5Se2Si2Sr in a non-equilibrium geometry.

CARTESIAN COORDINATES (ANGSTROEM)
1 Sr 0.1424 -1.0706 -0.4881
2 O 1.3206 -4.8719 -1.1712
3 C 0.4709 -4.0044 -1.0547
4 O 0.4062 -2.9137 -1.7095
5 C -0.7160 -4.2806 -0.0807
6 C -1.9601 -3.4356 -0.3720
7 C -3.1977 -4.0428 0.2864
8 C -2.9409 -3.7262 1.7711
9 C -1.6175 -2.9578 1.7017
10 O -1.7615 -2.2560 0.4521
11 C -0.4586 -3.9372 1.4310
12 C 0.9075 -3.2946 1.7790
13 O 1.5991 -3.8330 2.6325
14 O 1.1521 -2.1980 1.1913
15 H -0.9398 -5.3469 -0.1939
16 H -2.0601 -3.1540 -1.4176
17 H -4.1005 -3.5470 -0.0731
18 H -3.2799 -5.1126 0.0848
19 H -3.7312 -3.0976 2.1870
20 H -2.8475 -4.6212 2.3854
21 H -1.4370 -2.2527 2.5135
22 H -0.5491 -4.8222 2.0678
23 Se 0.7626 4.3897 2.4781
24 Se -1.8036 2.9736 2.5415
25 C -1.0947 1.4864 3.4839
26 C -1.5319 1.2454 4.7935
27 C -1.0013 0.1989 5.5087
28 C -0.0240 -0.5877 4.9137
29 C 0.3365 -0.2849 3.6091
30 N -0.1933 0.7045 2.9005
31 C 0.7188 4.5920 0.5940
32 C 0.5491 5.8648 0.0348
33 C 0.5293 6.0093 -1.3331
34 C 0.6724 4.8745 -2.1247
35 C 0.8304 3.6591 -1.4765
36 N 0.8606 3.5135 -0.1640
37 H -2.2741 1.9062 5.2266
38 H -1.3323 0.0054 6.5221
39 H 0.4402 -1.4179 5.4238
40 H 1.0764 -0.8784 3.0978
41 H 0.4287 6.7137 0.6951
42 H 0.3966 6.9891 -1.7803
43 H 0.6611 4.9199 -3.2050
44 H 0.9365 2.7446 -2.0403
45 C -2.9874 1.9839 -1.3760
46 Si -2.7772 0.5217 -2.5308
47 C -3.6542 1.0259 -4.1372
48 C -3.8015 -0.9044 -1.8447
49 N -1.1101 0.1034 -2.5814
50 C -0.2241 0.1543 -3.5618
51 C -0.5917 0.1791 -4.9470
52 C 0.3071 0.3260 -5.9616
53 C 1.6808 0.4491 -5.6773
54 C 2.1118 0.3908 -4.3873
55 C 1.2287 0.2255 -3.2666
56 N 1.6640 0.1965 -2.0237
57 Si 3.3239 0.2186 -1.4930
58 C 4.2301 1.7919 -2.0267
59 C 4.2253 -1.3132 -2.1163
60 C 3.3258 0.2252 0.3759
61 H -4.0337 2.1011 -1.0983
62 H -2.6616 2.9044 -1.8561
63 H -2.4120 1.8920 -0.4605
64 H -4.6335 1.4185 -3.8559
65 H -3.8079 0.1986 -4.8263
66 H -3.1196 1.8073 -4.6701
67 H -4.8561 -0.6259 -1.8535
68 H -3.5253 -1.1402 -0.8226
69 H -3.6827 -1.8063 -2.4421
70 H -1.6363 0.0596 -5.1812
71 H -0.0336 0.3354 -6.9909
72 H 2.3921 0.5742 -6.4860
73 H 3.1690 0.4552 -4.1807
74 H 4.3066 1.9278 -3.1004
75 H 5.2377 1.7969 -1.6094
76 H 3.6970 2.6525 -1.6280
77 H 4.4320 -1.2743 -3.1825
78 H 3.6057 -2.1890 -1.9413
79 H 5.1643 -1.4563 -1.5849
80 H 2.7005 1.0297 0.7586
81 H 4.3424 0.3853 0.7352
82 H 2.9700 -0.7062 0.8087

Output
**Strongest force on any atom**: 2.7 eV/Å
**Highest occupied orbital energy (spin up / spin down)**: -1.95 / -1.19 eV
**Charge**: -2
**Gap between HOMO and LUMO (spin up / spin down)**: 6.12 / 5.02 eV



Entry 2:
Density functional theory data (wB97M-V/def2-TZVPD) for a molecular structure, C30H38N7O8S3W in a non-equilibrium geometry.

CARTESIAN COORDINATES (ANGSTROEM)
1 W -1.6186 0.1313 0.3313
2 O -3.4468 -2.2067 -2.5337
3 C -3.0114 -1.1847 -2.0094
4 O -2.5521 -1.2845 -0.7149
5 C -2.8748 0.2367 -2.7011
6 C -3.4505 1.3371 -1.7936
7 C -3.6983 2.6571 -2.5293
8 C -2.3218 3.1272 -2.9827
9 C -1.3600 2.1043 -2.3095
10 O -2.2416 1.7141 -0.9967
11 C -1.4246 0.7327 -2.9909
12 C -0.3424 -0.1755 -2.3464
13 O 0.2428 -1.0767 -2.9234
14 O -0.1285 -0.0126 -1.0384
15 H -3.5526 0.1894 -3.5895
16 H -4.2905 1.1097 -1.1716
17 H -4.1400 3.4320 -1.8775
18 H -4.3448 2.4580 -3.3600
19 H -2.0710 4.1270 -2.6517
20 H -2.1926 3.0500 -4.0459
21 H -0.3706 2.4202 -1.9872
22 H -1.1906 0.7211 -4.0735
23 O -3.3377 1.0374 1.1617
24 N -3.5123 0.8635 2.4912
25 C -4.3068 1.8111 3.0945
26 C -4.5533 1.6992 4.4265
27 C -3.8620 0.7393 5.1903
28 C -3.1182 -0.2176 4.5567
29 C -2.9052 -0.1688 3.1704
30 S -1.9015 -1.3290 2.3670
31 H -4.7688 2.5190 2.4245
32 H -5.2016 2.4283 4.8599
33 H -4.0344 0.5492 6.2470
34 H -2.7360 -1.1300 4.9767
35 C 2.9332 3.0311 -1.6192
36 C 2.4988 4.3779 -2.0645
37 N 3.3716 5.4149 -1.9759
38 O 1.3207 4.6232 -2.3779
39 H 3.6922 3.1588 -0.8470
40 H 3.4012 2.4596 -2.4223
41 H 2.0847 2.4353 -1.1626
42 H 4.3510 5.2916 -2.1516
43 H 2.9520 6.2888 -2.2202
44 C 5.1083 -3.5379 2.0430
45 C 3.7843 -3.0873 2.7133
46 C 2.4892 -3.9012 2.3235
47 N 2.1284 -3.8426 0.9405
48 C 1.5667 -2.7577 0.3556
49 S 1.3114 -1.3176 1.2501
50 N 1.1594 -2.8684 -0.9524
51 C 2.1060 -3.4613 -1.9041
52 O 3.0407 -2.8413 -2.4101
53 C 1.8218 -4.8337 -2.2755
54 C 0.7259 -5.4592 -1.7032
55 C 0.3909 -6.7731 -1.9900
56 C 1.1110 -7.4534 -3.0263
57 C 2.2552 -6.8459 -3.5445
58 C 2.5923 -5.5542 -3.2368
59 H 5.9264 -2.8331 2.2732
60 H 4.9088 -3.5333 0.9567
61 H 5.4843 -4.5386 2.3818
62 H 3.6186 -2.0342 2.4911
63 H 3.8042 -3.2297 3.8253
64 H 1.6820 -3.4678 2.9163
65 H 2.6618 -4.9628 2.6226
66 H 2.1824 -4.7178 0.4002
67 H 0.9083 -1.9228 -1.2891
68 H 0.1032 -4.8318 -1.0387
69 H -0.4468 -7.2780 -1.4607
70 H 0.7782 -8.4254 -3.3017
71 H 2.8677 -7.4452 -4.2402
72 H 3.5194 -5.0873 -3.5530
73 C 0.3277 6.3167 1.4122
74 C -0.6765 5.3063 0.8786
75 C -0.4489 3.9677 1.5154
76 N -0.5087 2.8530 0.8851
77 N -0.4720 1.7243 1.6758
78 C -0.1810 2.0280 2.9230
79 N 0.0972 1.2043 3.9488
80 S -0.1269 3.7726 3.2063
81 H 0.1353 7.3772 1.2556
82 H 1.2973 6.1443 1.0070
83 H 0.5011 6.1743 2.4937
84 H -0.5924 5.1196 -0.2061
85 H -1.7234 5.5645 1.1183
86 H 0.3620 0.2666 3.6645
87 H 0.4326 1.5337 4.8255

Output
**Strongest force on any atom**: 3.0 eV/Å
**Multiplicity**: 3
**Highest occupied orbital energy (spin up / spin down)**: -10.01 / -10.37 eV
**Charge**: +1
**Gap between HOMO and LUMO (spin up / spin down)**: 6.53 / 7.32 eV



Entry 3:
Density functional theory data (wB97M-V/def2-TZVPD) for a molecular structure, C30H39AsN8SY in a non-equilibrium geometry.

CARTESIAN COORDINATES (ANGSTROEM)
1 Y 0.3826 0.1450 -0.0509
2 C 2.0211 -1.5539 -2.8098
3 C 3.0369 -1.5347 -1.6588
4 C 2.6168 -2.4118 -0.5111
5 C 3.1409 -3.6934 -0.3706
6 C 2.8165 -4.4511 0.7411
7 C 1.9746 -3.8925 1.6927
8 C 1.4547 -2.6374 1.4558
9 N 1.7374 -1.9035 0.3673
10 N 0.9747 -0.5190 -2.6955
11 C 1.4485 0.7387 -3.3128
12 C 2.2959 1.6334 -2.4519
13 C 3.3966 2.2801 -3.0008
14 C 4.0539 3.2527 -2.2643
15 C 3.5822 3.5514 -0.9931
16 C 2.5009 2.8370 -0.5107
17 N 1.8653 1.8836 -1.2050
18 C -0.2035 -0.9409 -3.4723
19 C -1.4962 -0.3215 -3.0098
20 C -2.6086 -0.3717 -3.8480
21 C -3.8515 -0.0449 -3.3374
22 C -3.9341 0.3673 -2.0107
23 C -2.7690 0.4760 -1.2802
24 N -1.5632 0.1294 -1.7512
25 H 2.5534 -1.4516 -3.7633
26 H 1.5434 -2.5363 -2.8171
27 H 3.9918 -1.8972 -2.0396
28 H 3.1913 -0.5153 -1.2891
29 H 3.8060 -4.0817 -1.1261
30 H 3.2238 -5.4404 0.8761
31 H 1.7289 -4.4230 2.5971
32 H 0.7911 -2.1831 2.1789
33 H 1.9983 0.5261 -4.2391
34 H 0.5696 1.3380 -3.5834
35 H 3.7189 2.0429 -4.0027
36 H 4.8991 3.7760 -2.6831
37 H 4.0420 4.3207 -0.3932
38 H 2.1096 3.0302 0.4821
39 H -0.0526 -0.7669 -4.5467
40 H -0.3522 -2.0213 -3.3616
41 H -2.4964 -0.6910 -4.8745
42 H -4.7368 -0.1316 -3.9483
43 H -4.8869 0.5898 -1.5602
44 H -2.7875 0.8289 -0.2527
45 C -2.3695 -1.0238 4.1672
46 C -1.6043 -0.9492 2.8837
47 N -0.5386 -0.2549 2.6653
48 N 0.0377 0.4785 3.6484
49 C 1.3244 0.9172 3.5456
50 N 1.8762 1.4698 4.6213
51 S 2.2077 0.8086 2.1204
52 C -2.0175 -1.8176 1.7630
53 C -3.0109 -2.7829 1.9351
54 C -3.2971 -3.6689 0.9076
55 C -2.5435 -3.5917 -0.2529
56 C -1.5706 -2.6101 -0.3455
57 N -1.3230 -1.7150 0.6095
58 H -2.0657 -0.2750 4.8966
59 H -2.2309 -2.0048 4.6274
60 H -3.4348 -0.8894 3.9784
61 H -0.3877 0.4589 4.5785
62 H 1.4208 1.5328 5.5210
63 H 2.8420 1.7635 4.5690
64 H -3.5497 -2.8538 2.8644
65 H -4.0669 -4.4162 1.0276
66 H -2.7004 -4.2690 -1.0741
67 H -0.9395 -2.5496 -1.2252
68 C -1.3079 3.8195 -0.4407
69 As -0.9006 2.5681 1.0085
70 C -0.0535 3.7953 2.3022
71 C -2.6533 2.5821 1.9192
72 H -1.7395 4.7375 -0.0344
73 H -2.0314 3.3765 -1.1269
74 H -0.4156 4.0816 -1.0127
75 H -0.4459 3.5835 3.2984
76 H -0.3245 4.8202 2.0368
77 H 1.0313 3.7214 2.3338
78 H -2.9769 3.6250 1.9900
79 H -2.5435 2.1845 2.9296
80 H -3.4250 2.0162 1.3984

Output
**Strongest force on any atom**: 1.5 eV/Å
**Highest occupied orbital energy**: -16.84 eV
**Charge**: +3
**Gap between HOMO and LUMO**: 8.39 eV